# 1
Formula: C12H36ClO16
Source: the Open Molecules 2025 dataset
Level of theory: wB97M-V/def2-TZVPD

Computed properties:
E_tot in hartree: -2142.49213
ΔE to the lowest compared entry with this formula, charge and spin in eV: 3.0557
M in g/mol: 471.86
LUMO level in eV: 2.52

Structure (ORCA input):
```
! wB97M-V def2-TZVPD RIJCOSX def2/J DEFGRID3
* xyz -1 1
Cl -0.2814 0.5629 1.2079
O 0.8269 0.8969 2.0458
O -1.4449 0.6206 2.0667
O -0.3165 1.4480 0.0731
O -0.1103 -0.7115 0.7211
C 1.6610 -3.2522 -0.7577
C 0.4496 -4.1068 -0.4793
O 0.4534 -5.2825 -1.2050
O 2.8601 -3.9988 -0.7237
H 1.9486 -2.5047 -0.0183
H 1.5246 -2.6926 -1.6831
H -0.5164 -3.6095 -0.5664
H 0.4869 -4.4960 0.5381
H 1.2952 -5.7190 -1.0548
H 3.5856 -3.3887 -0.8755
C -2.8644 -0.3040 -1.4191
C -3.5719 -1.6809 -1.7765
O -3.5890 -2.1245 -3.1638
O -1.5217 -0.3480 -1.9948
H -2.7159 -0.1464 -0.3508
H -3.5167 0.4621 -1.8383
H -4.6121 -1.5805 -1.4667
H -3.2639 -2.5273 -1.1626
H -2.7146 -2.3415 -3.4953
H -0.8379 -0.4598 -1.3304
C 4.0180 -0.4112 2.8445
C 4.1024 -0.5098 1.3484
O 5.4035 -0.3879 0.8399
O 4.5928 -1.4369 3.6016
H 2.9925 -0.7002 3.0748
H 4.0348 0.6127 3.2179
H 3.4415 0.2848 1.0021
H 3.7951 -1.5091 1.0400
H 5.7129 0.5169 0.7550
H 5.3398 -1.0171 4.0344
C -0.3034 4.2555 1.9972
C -1.3492 4.3951 0.8066
O -1.5393 5.7408 0.3982
O 1.0152 4.4659 1.4637
H -0.3696 3.3603 2.6156
H -0.3522 5.0508 2.7409
H -2.3718 4.0561 0.9722
H -0.9769 3.8751 -0.0761
H -0.7007 6.1662 0.5913
H 1.2496 3.8152 0.7979
C -2.8209 -3.2643 2.9802
C -2.9435 -4.0468 1.6783
O -2.0813 -5.1183 1.6847
O -1.6227 -2.4714 2.8473
H -2.7940 -3.9875 3.7952
H -3.6345 -2.5391 2.9957
H -2.9882 -3.4347 0.7776
H -3.9453 -4.4609 1.7925
H -1.2318 -4.7665 1.9608
H -1.8382 -1.5412 2.9466
C 0.5361 4.7460 -4.7441
C 0.1990 4.4585 -3.2356
O 0.4698 3.1518 -2.7455
O 1.9494 4.3977 -4.9100
H 0.1693 5.6338 -5.2592
H 0.0199 3.9461 -5.2750
H -0.8676 4.6267 -3.0869
H 0.7649 5.0639 -2.5276
H -0.3637 2.7446 -2.4983
H 2.0738 3.5237 -4.5329
*
```

Computed Löwdin charges, given in elementary charges: 0.59 -0.35 -0.36 -0.35 -0.33 -0.24 -0.26 -0.05 -0.07 0.10 0.12 0.12 0.11 0.08 0.08 -0.17 -0.21 -0.08 -0.10 0.10 0.11 0.10 0.08 0.07 0.03 -0.28 -0.25 -0.07 -0.05 0.11 0.13 0.12 0.11 0.08 0.08 -0.20 -0.22 -0.09 -0.09 0.10 0.11 0.12 0.08 0.07 0.07 -0.21 -0.29 -0.04 -0.08 0.12 0.12 0.10 0.11 0.07 0.05 -0.18 -0.24 -0.07 -0.10 0.11 0.10 0.11 0.11 0.07 0.07


# 2
Formula: C12H36FO6Pb2
Source: the Open Molecules 2025 dataset
Level of theory: wB97M-V/def2-TZVPD

Computed properties:
E_tot in hartree: -1414.68114
M in g/mol: 709.81
LUMO level in eV: -13.32

Structure (ORCA input):
```
! wB97M-V def2-TZVPD RIJCOSX def2/J DEFGRID3
* xyz 3 1
Pb -0.5260 -2.2998 2.5924
Pb 1.3442 1.0347 2.7925
F -0.0294 -0.2203 1.1327
C 0.5696 -4.7857 -1.4526
C -0.5475 -4.5204 -0.4416
O -0.2383 -3.2558 0.2067
H 0.3735 -5.7425 -1.9372
H 1.5120 -4.8830 -0.9107
H 0.7017 -4.0084 -2.2030
H -0.6426 -5.2702 0.3407
H -1.5108 -4.3785 -0.9347
H -0.0803 -2.5796 -0.5012
C -1.3910 4.4775 2.1693
C -0.9462 3.1721 2.8451
O 0.4023 3.3231 3.3652
H -2.4635 4.4383 1.9875
H -0.8698 4.6154 1.2223
H -1.1400 5.3444 2.7816
H -1.0010 2.3095 2.1639
H -1.5994 2.9209 3.6842
H 0.3493 4.0088 4.0484
C -4.6318 1.3524 0.7134
C -3.2299 0.7856 0.9510
O -2.2445 1.3546 0.1077
H -5.3527 0.8618 1.3647
H -4.9453 1.1222 -0.3062
H -4.6560 2.4375 0.7901
H -3.1671 -0.3098 0.8460
H -2.9756 0.9721 2.0100
H -1.4574 0.8402 0.3097
C -1.1554 -1.7998 -3.4166
C -0.6172 -0.7152 -2.4775
O 0.4093 -1.2109 -1.6084
H -1.3333 -2.7051 -2.8316
H -0.4998 -2.0199 -4.2561
H -2.1272 -1.4871 -3.7959
H -1.4388 -0.3952 -1.8311
H -0.1763 0.1213 -3.0227
H 0.4406 -0.6518 -0.8274
C 4.0547 -1.6376 -1.0539
C 3.2943 -1.6918 0.2482
O 4.0874 -1.8755 1.4044
H 4.7048 -2.5139 -1.1006
H 4.6904 -0.7619 -1.1745
H 3.3814 -1.7301 -1.9050
H 2.5157 -2.4614 0.1520
H 2.7432 -0.7498 0.4406
H 3.4548 -2.0004 2.1150
C 0.8760 2.8238 -1.0962
C 1.9850 2.0779 -0.4051
O 2.1913 2.5938 0.9335
H -0.0363 2.7229 -0.5034
H 0.7267 2.4373 -2.1031
H 1.0866 3.8933 -1.1655
H 2.9805 2.0789 -0.8528
H 1.6807 1.0279 -0.4172
H 2.4744 3.5128 0.8129
*
```

Computed Löwdin charges, given in elementary charges: 1.73 1.71 -0.68 -0.04 -0.22 -0.31 0.11 0.09 0.08 0.12 0.12 0.05 -0.02 -0.30 -0.24 0.10 0.08 0.10 0.05 0.13 0.14 -0.04 -0.34 -0.10 0.09 0.09 0.09 0.10 0.09 0.00 -0.04 -0.25 -0.12 0.06 0.09 0.09 0.11 0.12 0.02 -0.04 -0.35 -0.04 0.10 0.09 0.08 0.09 0.06 0.06 -0.03 -0.28 -0.21 0.07 0.10 0.10 0.14 0.07 0.14


# 3
Formula: C12H36NO15
Source: the Open Molecules 2025 dataset
Level of theory: wB97M-V/def2-TZVPD

Computed properties:
E_tot in hartree: -1662.08393
ΔE to the lowest compared entry with this formula, charge and spin in eV: 0.0000
M in g/mol: 434.41
LUMO level in eV: 2.55

Structure (ORCA input):
```
! wB97M-V def2-TZVPD RIJCOSX def2/J DEFGRID3
* xyz -1 1
N -26.9081 19.7671 -25.6240
O -26.9028 20.3158 -26.7468
O -25.9078 19.1367 -25.2566
O -27.9046 19.9493 -24.8775
C -30.6516 20.1092 -27.4161
C -31.0721 21.0579 -26.2977
O -30.0960 22.0495 -26.0587
O -31.3444 18.8668 -27.3342
H -29.5749 19.9342 -27.4811
H -30.9312 20.5326 -28.3848
H -31.3254 20.4140 -25.4445
H -31.9979 21.5470 -26.6044
H -29.2832 21.5781 -25.8137
H -31.0244 18.3911 -26.5473
C -25.8376 21.4687 -30.0932
C -26.9901 20.5051 -30.4733
O -27.0955 19.4936 -29.4974
O -26.1443 22.2283 -28.9515
H -25.6150 22.0892 -30.9659
H -24.9189 20.8956 -29.9219
H -26.7281 20.1093 -31.4573
H -27.8828 21.1209 -30.6215
H -27.1156 19.9581 -28.6479
H -26.1164 21.6964 -28.1456
C -23.3088 21.1783 -26.5969
C -24.2168 22.0957 -25.8262
O -23.4476 22.9184 -24.9233
O -22.4179 21.8441 -27.4867
H -23.9227 20.4628 -27.1502
H -22.7131 20.5442 -25.9300
H -24.8701 21.4679 -25.2218
H -24.7117 22.7891 -26.5100
H -23.2445 23.7361 -25.3819
H -21.7984 22.3459 -26.9483
C -29.3374 17.7002 -22.6113
C -30.4530 17.9177 -23.6345
O -29.9173 17.9777 -24.9479
O -28.7485 18.9218 -22.2026
H -28.5597 17.0799 -23.0784
H -29.6530 17.1127 -21.7475
H -30.9871 18.8342 -23.3702
H -31.1540 17.0832 -23.5763
H -29.3140 18.7457 -24.9549
H -28.3009 19.3220 -22.9643
C -24.6076 16.3815 -23.4790
C -25.0990 15.3090 -24.4303
O -25.8231 14.2889 -23.7431
O -25.6772 17.1908 -23.0417
H -23.8989 16.9828 -24.0638
H -24.1153 15.9381 -22.6173
H -24.3157 14.8452 -25.0301
H -25.7984 15.7777 -25.1330
H -26.7359 14.5623 -23.6348
H -26.0516 17.7467 -23.7380
C -24.3726 20.0226 -22.1844
C -23.2833 21.0008 -21.7752
O -23.5668 21.6025 -20.5166
O -24.5875 19.0013 -21.2360
H -24.0548 19.6343 -23.1584
H -25.3188 20.5743 -22.2255
H -23.1560 21.7969 -22.5051
H -22.3389 20.4445 -21.7013
H -24.0190 20.9640 -19.9564
H -25.0533 18.2457 -21.6366
*
```

Computed Löwdin charges, given in elementary charges: -0.52 -0.03 0.00 -0.04 -0.24 -0.25 -0.06 -0.09 0.10 0.12 0.10 0.12 0.06 0.05 -0.26 -0.25 -0.06 -0.07 0.11 0.12 0.11 0.11 0.03 0.04 -0.25 -0.22 -0.08 -0.07 0.11 0.12 0.10 0.12 0.07 0.07 -0.25 -0.23 -0.09 -0.07 0.11 0.11 0.12 0.11 0.05 0.05 -0.23 -0.23 -0.07 -0.09 0.12 0.13 0.12 0.12 0.08 0.06 -0.26 -0.24 -0.07 -0.08 0.11 0.13 0.10 0.11 0.07 0.05


| no. | Kohn-Sham gap (eV) |
| --- | --- |
| 1 | 9.69 |
| 2 | 5.02 |
| 3 | 9.74 |